--- P ---
The following is a DFT calculation (ωB97M-V with the def2-TZVPD basis set) of a single C2H5N3S2 molecule.

Each line ends with the natural charge from an NBO analysis.
Cartesian coordinates (Å):
C1 0.288 -1.404 0.008  0.221
C2 0.506 0.789 0.984  0.241
H1 -1.311 -1.388 -3.081  0.136
H2 0.507 -2.490 0.126  0.169
H3 1.109 -0.931 1.840  0.412
H4 0.957 1.296 1.930  0.149
H5 -1.508 3.269 -0.220  0.148
N1 -0.181 -0.915 -1.098  -0.538
N2 0.703 -0.564 1.014  -0.597
N3 -0.180 1.447 0.121  -0.563
S1 -0.606 -2.210 -2.228  0.106
S2 -0.285 3.100 0.604  0.116

Output
M: 135.22 g/mol
HOMO: -8.11 eV
SMILES: S/N=C/N/C=N/S

--- Q ---
The following is a DFT calculation (ωB97M-V with the def2-TZVPD basis set) of a single C2H5N3S2 molecule.

Each line ends with the natural charge from an NBO analysis.
Cartesian coordinates (Å):
C1 -1.545 -0.056 -0.803  0.081
C2 1.926 1.191 0.359  -0.547
H1 0.071 -0.801 0.536  0.406
H2 -0.229 -2.765 0.337  0.411
H3 -2.361 0.188 -1.737  0.222
H4 -1.146 1.270 1.152  0.453
H5 2.840 1.226 -0.354  0.240
N1 -0.166 -1.781 0.040  -0.736
N2 -1.146 -1.298 -0.918  -0.202
N3 -0.752 0.738 0.095  -0.908
S1 0.581 1.385 -0.672  0.621
S2 1.927 0.704 1.965  -0.042

Output
M: 135.22 g/mol
HOMO: -8.78 eV
SMILES: N/N=C\NSC=S

The energetic minimum among the shown structures is P; the next structure lies 262.0 kJ/mol above.